Record 1
The following is a DFT calculation (the ωB97M-V functional and the def2-TZVPD basis) of a molecular structure, C31H57HgN4O2P2 at a distorted geometry.

The LUMO energy is -2.91 eV. The calculation puts the HOMO energy at -9.2 eV. The orbital gap comes out at 0.2300 Eh. As for the charge: +1. As for the energy above the lowest of the compared OMol25 structures with the same formula, charge and spin: 20.8 kcal/mol.

Structure (XYZ):
```
97
Properties=species:S:1:pos:R:3:forces:R:3:mulliken_charge:R:1
C -2.28632 1.88744 0.95537 -0.1324 0.0347 0.4003 -0.7388
C -2.07374 -0.10473 2.15580 0.5729 -0.1622 0.0899 -0.9025
C -3.26587 2.35661 1.83531 0.2148 0.1041 -0.7223 -1.0796
C -3.15053 0.24485 2.98449 -0.0313 0.1751 -0.0832 -0.3610
C -3.71697 1.50855 2.84294 0.1979 -0.4470 0.0935 -1.2614
H -3.66845 3.35360 1.67384 -0.1295 -0.2249 0.1320 0.5620
H -3.47918 -0.46408 3.74474 -0.0046 0.2997 -0.1548 0.4779
H -4.51292 1.82028 3.51182 0.0957 0.0151 -0.0747 0.4633
N -1.66078 0.73393 1.18311 -0.5298 -0.1349 0.1442 2.0127
P -1.22789 1.54380 -1.63362 -0.0515 0.1345 0.0224 -1.0779
P 0.48214 -1.31856 2.03836 -0.7481 -0.0465 -0.0932 -0.3922
C -1.88871 2.65490 -0.30850 0.0581 0.2236 0.1904 -1.4966
H -2.75078 3.22926 -0.69219 0.3067 -0.2328 0.1921 0.7656
H -1.09536 3.38266 -0.05808 -0.2274 -0.2786 -0.1420 0.7718
C 1.61725 -0.64755 -2.30930 2.9186 -2.7806 -0.2295 0.1544
O 2.44193 -1.45211 -2.34380 -2.3145 2.2662 0.0355 -0.2392
C -1.34590 -1.39449 2.27418 -0.6450 -0.6401 -0.6315 -1.5494
H -1.64224 -1.97677 3.15050 0.1423 0.2851 -0.1249 1.2919
C 1.12043 -3.12085 2.01239 -0.1120 0.2389 -0.0907 2.4195
C 1.07172 -0.44740 3.60926 0.1252 -0.1805 -0.4115 2.3901
C -2.73893 0.75656 -2.44466 0.1152 0.0388 -0.1400 2.5856
C -0.28579 2.64636 -2.81970 -0.2609 0.0101 0.0539 2.5308
C 1.34334 -3.53314 0.54662 -0.0869 -0.0572 -0.1078 -1.8199
H 2.08121 -2.88721 0.05468 -0.0488 -0.1099 0.1170 0.1697
H 1.72486 -4.56556 0.52995 -0.0600 0.2573 -0.0108 0.5593
H 0.41799 -3.49660 -0.03762 0.1863 -0.0095 0.1218 0.2672
C 2.46411 -3.26561 2.73885 0.0992 -0.0877 0.0473 -1.8156
H 3.23061 -2.60270 2.31995 -0.1413 -0.1474 0.1056 0.2608
H 2.38189 -3.09889 3.81835 0.0546 -0.0100 -0.3160 0.2406
H 2.81325 -4.29994 2.60108 -0.0983 0.2389 -0.0111 0.5698
C 0.10035 -4.07445 2.63887 -0.0229 -0.2486 0.0279 -1.3979
H 0.52769 -5.08965 2.61941 -0.1378 0.2263 -0.0058 0.6178
H -0.11840 -3.83681 3.68824 0.0184 -0.0342 -0.2603 0.1539
H -0.83372 -4.09353 2.06410 0.3563 -0.0173 0.2124 0.0532
C 2.58521 -0.18973 3.46691 0.1972 0.1620 0.2157 -1.9557
H 2.86046 0.02692 2.42579 -0.0461 -0.0002 0.2253 0.2398
H 2.85285 0.69018 4.06656 0.0198 -0.1596 -0.0899 0.4854
H 3.19038 -1.02678 3.82729 -0.1367 0.2082 -0.1427 0.3608
C 0.37336 0.91717 3.72723 -0.0783 0.1744 -0.1131 -1.7040
H 0.51595 1.51326 2.81679 -0.1195 -0.1386 0.2173 -0.2866
H -0.69685 0.82207 3.94162 0.2664 0.0269 -0.0445 0.4173
H 0.83248 1.46292 4.56548 -0.0883 -0.1784 -0.1557 0.7827
C 0.73768 -1.29182 4.85553 0.0462 0.1385 0.4442 -1.4311
H -0.12697 -1.95725 4.73415 0.2434 0.2324 -0.0233 0.0462
H 1.59452 -1.88768 5.19119 -0.2689 0.0789 -0.1016 0.3805
H 0.48651 -0.60658 5.67783 0.0950 -0.1876 -0.1138 0.4623
C 0.16691 1.78154 -4.00841 0.1233 0.0661 -0.1369 -1.3991
H 0.84242 2.38674 -4.63107 -0.1382 -0.1685 0.0960 0.5282
H 0.72068 0.89122 -3.66641 -0.3239 0.4900 -0.2916 -0.1541
H -0.67125 1.46545 -4.64321 0.2396 0.0618 0.2067 0.3203
C 0.96009 3.17477 -2.08980 0.1155 -0.0482 0.0507 -1.8491
H 0.69373 3.85469 -1.26959 0.1093 -0.1733 -0.1491 0.3809
H 1.57653 2.36422 -1.68331 -0.1512 0.1315 -0.0193 -0.1106
H 1.57430 3.73874 -2.80828 -0.2017 -0.1187 0.1580 0.7377
C -1.10461 3.85863 -3.29238 0.0850 0.1997 -0.2538 -1.6350
H -1.64294 4.34774 -2.46878 0.1483 -0.0896 -0.2105 0.2385
H -0.40477 4.59514 -3.71381 -0.1821 -0.1099 0.0988 0.5219
H -1.81798 3.60917 -4.08458 0.1915 0.0846 0.2997 0.3437
C -3.77895 0.40294 -1.37211 0.0623 -0.1023 0.2406 -1.8684
H -4.19195 1.29059 -0.87421 0.0762 -0.1887 -0.1152 0.2233
H -4.61527 -0.12546 -1.85841 0.2743 0.1565 0.1049 0.7040
H -3.34918 -0.27005 -0.61751 -0.1570 0.2331 -0.1935 0.1056
C -2.29219 -0.55088 -3.12557 0.0283 -0.1151 -0.0410 -1.4156
H -2.05984 -1.32517 -2.38018 -0.0507 0.2135 -0.1781 -0.0153
H -3.12050 -0.90884 -3.75558 0.2165 0.0412 0.1353 0.5784
H -1.41327 -0.41717 -3.76898 -0.2300 -0.0132 0.0677 0.2354
C -3.40222 1.69062 -3.46711 -0.1506 -0.0326 -0.0976 -1.7859
H -3.66595 2.66454 -3.03195 0.0851 -0.2044 -0.1455 0.3363
H -2.78875 1.83986 -4.36394 -0.1647 -0.0125 0.2674 0.3219
H -4.33925 1.21725 -3.79739 0.2169 0.0979 0.0993 0.5221
Hg 0.12667 -0.13602 -0.32088 -0.9434 -0.5800 1.0069 2.6065
N -1.40453 -2.05461 -0.29998 -0.3846 -0.2300 -0.0521 -0.1958
C -1.98586 -2.36082 0.72365 0.7845 1.0848 0.5414 -1.0098
C -3.19596 -3.31315 0.98471 0.8477 0.5275 -0.0935 2.6965
C -3.47747 -3.57784 2.45029 -0.1215 -0.1838 0.3049 -1.7681
C -4.41990 -2.62123 0.39596 -0.2221 0.1783 -0.3034 -1.9119
C -2.88209 -4.61331 0.22537 0.0723 -0.2081 -0.2495 -1.5635
H -2.63655 -4.04343 2.96779 -0.1024 0.0507 0.0144 0.2796
H -3.76099 -2.65974 2.97301 0.0448 -0.1225 -0.0104 0.1847
H -4.32542 -4.27007 2.51652 0.1157 0.1223 0.0282 0.5819
H -4.24362 -2.36634 -0.65733 -0.0865 -0.0943 0.2534 0.3663
H -5.28949 -3.28855 0.45403 0.1316 0.1322 0.0126 0.5159
H -4.64761 -1.69866 0.94922 -0.0078 -0.1757 -0.1467 0.2695
H -3.20418 -5.49169 0.79701 -0.0355 0.1440 -0.1673 0.3902
H -3.40207 -4.59885 -0.74010 0.1812 -0.1681 0.1625 0.4216
H -1.80721 -4.71089 0.01355 -0.3701 -0.0332 0.0990 0.2256
C 4.09129 1.10126 -0.24291 0.0282 -0.1750 -0.1036 -0.3805
N 3.80778 2.29342 0.53321 0.0021 0.1299 0.1083 -0.2625
C 2.58076 2.59613 1.02703 -0.8947 -0.3415 0.0246 0.3326
N 2.53507 3.73848 1.77954 -0.1330 -0.0995 -0.1063 -0.4716
O 1.55520 1.89917 0.85222 1.3836 0.7371 -0.0270 -0.2244
H 3.67909 1.16721 -1.25980 0.0898 0.0182 0.2256 0.1010
H 3.68428 0.20000 0.23896 0.0933 0.3017 -0.0791 -0.0480
H 5.17935 0.99486 -0.31944 -0.3077 -0.0130 0.0063 0.4184
H 4.56504 2.92777 0.75779 -0.1947 -0.3702 -0.1520 0.1912
H 1.62161 4.05285 2.07257 0.2691 -0.0220 -0.0555 0.2344
H 3.30717 4.38802 1.78939 -0.2715 -0.0640 0.0716 0.1718
```
Forces are in eV/Å.


Record 2
The following is a DFT calculation (the ωB97M-V functional and the def2-TZVPD basis) of a molecular structure, C26H45AgAsF6NO17 at a distorted geometry.

The LUMO energy is -0.92 eV. The calculation puts the HOMO energy at -9.9 eV. The orbital gap comes out at 0.3283 Eh. As for the energy above the lowest of the compared OMol25 structures with the same formula, charge and spin: 42.4 kcal/mol.

Structure (XYZ):
```
97
Properties=species:S:1:pos:R:3:forces:R:3:mulliken_charge:R:1
Ag 1.10459 1.05896 -0.71914 0.2072 0.4301 0.8122 1.9401
As 4.35206 0.74327 1.96475 1.0037 1.1837 1.8491 1.9200
F 3.81778 -0.63860 2.97924 0.4265 0.5077 -1.3816 -0.4879
F 5.00553 -0.26354 0.61777 -0.7892 0.9879 1.5280 -0.4892
F 4.79325 2.29407 1.06967 -0.6056 -2.2640 1.1522 -0.4999
F 3.62784 1.75293 3.33716 0.9571 -0.8616 -1.9863 -0.5197
F 5.94324 0.67442 2.85504 -1.9878 0.2805 -1.5172 -0.4926
F 2.75508 0.70917 1.17632 0.7017 0.0507 0.1228 -0.2707
C 1.46653 -4.96791 2.35651 0.3848 -1.0020 -0.3553 -0.2841
C 0.88551 -5.57581 1.23438 -0.2618 2.3296 0.2483 -0.8418
C 0.70302 -4.72357 0.15275 -1.0994 1.1089 -1.9396 -0.1979
C 1.02275 -3.31338 0.07484 0.2871 -3.0754 1.7765 -0.4932
C 1.71112 -2.87004 1.18288 0.1018 1.6241 0.6386 0.4487
C 1.89501 -3.65910 2.30327 0.3970 -0.7724 0.0878 -0.8731
N 0.60006 -2.47055 -1.03045 0.1939 0.9722 -0.5320 0.4557
O 0.46098 -2.96639 -2.15162 0.0343 0.6564 1.4747 -0.5536
O 0.42220 -1.26101 -0.76136 0.0307 -2.2826 -0.4764 -0.0943
H 1.69325 -5.61551 3.19054 -0.1579 0.2783 0.4294 0.3950
H 0.38278 -6.52797 1.31845 0.4120 -0.2216 -0.4048 0.4399
H 0.17765 -5.06939 -0.72520 -0.1296 -0.3487 -0.1020 0.4176
H 2.13720 -1.89456 1.36536 -0.2306 0.5282 -0.8165 0.3036
H 2.46660 -3.23900 3.11764 -0.0957 0.0729 0.0938 0.5158
C 4.44144 -2.99554 -2.95783 -0.5048 -0.7165 0.2879 -1.5271
C 3.75114 -1.66853 -2.76479 1.9304 0.9517 0.2239 0.2830
O 2.93814 -1.34223 -3.84599 -1.6221 -0.1433 -1.6480 -0.3599
C 2.10893 -0.31462 -3.79961 -0.1373 -0.5791 1.7740 0.7794
O 1.86702 0.34150 -2.76819 0.4847 -1.0197 -3.4607 -0.1488
O 1.56540 -0.27784 -5.03717 0.8213 0.5417 1.0457 -0.3701
C 0.76299 0.79792 -5.38595 -3.0008 0.6356 -0.7999 -0.4573
H 3.68027 -3.73829 -3.19664 0.0183 -0.2736 0.2809 0.3399
H 4.92164 -3.22502 -2.00660 -0.1707 -0.2298 0.0822 0.3808
H 5.22524 -3.12839 -3.70356 -0.1678 0.7956 -0.2588 0.3866
H 4.49791 -0.88197 -2.87321 0.3553 0.0898 1.2084 0.3087
H 3.21474 -1.61451 -1.81746 0.0681 0.0626 -0.0441 0.0013
H 0.18792 1.24354 -4.57427 0.9105 0.3825 0.5216 -0.0116
H -0.09840 0.43127 -5.94423 0.0364 -0.8553 -0.2137 0.2797
H 1.11251 1.51169 -6.13192 1.1526 0.1289 0.6579 0.3483
C 2.30381 7.47684 0.81540 0.5048 0.7019 1.4881 -1.2587
C 2.22679 5.98497 0.78838 0.8361 -0.3607 -0.7713 -0.0890
O 2.20888 5.76610 -0.63057 -1.5199 -2.6529 -2.0234 -0.3334
C 1.90624 4.50954 -1.14245 0.9953 1.7012 0.5625 0.4006
O 1.45544 3.59371 -0.51875 -0.1383 -0.4028 0.4564 -0.4376
O 2.22638 4.49175 -2.43148 0.7189 1.8149 -0.8035 -0.3936
C 2.60170 3.25610 -3.03945 -1.1633 -0.9775 1.3085 -0.5736
H 3.16524 7.86617 0.27277 0.0490 -0.2532 0.0131 0.3078
H 2.43095 7.73016 1.86791 0.0494 0.4591 0.0858 0.4087
H 1.43612 8.02570 0.44940 -0.2353 -0.4961 -0.0410 0.2985
H 1.46009 5.54541 1.42639 -0.6388 0.0096 -0.7212 0.2663
H 3.13412 5.44998 1.06883 0.2700 0.5188 0.6360 0.2785
H 1.65865 2.79704 -3.33612 0.2510 -0.5103 0.0962 0.1339
H 3.08846 2.72855 -2.21916 0.0080 -0.7229 -0.4658 0.2473
H 3.24713 3.25700 -3.91780 0.0861 1.1615 0.2382 0.3229
C -3.30240 -7.27178 2.88846 -0.3972 -0.2522 -1.9668 -1.0918
C -3.66436 -6.11778 1.90303 0.6235 -0.2718 0.8228 -0.2987
O -2.88605 -5.05352 2.42591 0.3168 1.8150 -0.1971 -0.1501
C -2.98405 -3.77738 2.06515 0.2592 4.2383 1.5635 0.6658
O -2.69614 -2.85417 2.88709 -1.0585 -3.2930 -3.4027 -0.6045
O -3.41259 -3.53993 0.75490 0.0197 -1.0916 1.1909 -0.3922
C -3.74064 -2.19781 0.29665 0.5748 0.1055 1.1412 -0.3686
H -3.21908 -7.10610 3.96257 -0.6405 0.6287 -0.2521 0.3107
H -2.31709 -7.62744 2.58717 -0.0125 -0.1698 -0.0443 0.2401
H -4.03829 -8.03223 2.62715 0.1719 -0.4733 0.5235 0.3651
H -4.71632 -5.84074 1.83422 -0.0701 -0.0378 0.4284 0.3805
H -3.33729 -6.30797 0.88081 0.0518 -0.4056 0.0357 0.2913
H -4.25209 -2.22172 -0.66561 0.2254 -0.7042 0.1190 0.1444
H -2.81951 -1.61961 0.22380 -0.0472 0.0474 -0.0612 0.2120
H -4.40428 -1.70081 1.00422 0.0859 -0.0994 0.1499 0.2618
C -4.81821 1.27440 3.22977 -0.2652 -0.9571 0.5824 -1.2035
C -3.40782 0.96382 3.60195 2.4786 1.6252 1.4125 -0.3372
O -2.47895 1.11757 2.50059 -0.9987 -0.3380 -0.6890 -0.1078
C -1.16288 1.12502 2.60256 1.0330 0.6408 0.5500 0.3963
O -0.46184 1.48471 1.68621 -0.2162 -0.4215 0.0341 -0.4962
O -0.68905 0.81322 3.82578 -2.9961 -0.4364 -0.5555 -0.4400
C 0.63779 1.08799 4.07026 2.1651 -0.0039 0.0408 -0.4832
H -5.02854 2.24516 2.78090 0.6236 -0.2890 -0.6961 0.2990
H -5.30687 1.42471 4.19243 -0.3446 -0.6019 0.1267 0.3901
H -5.21656 0.39719 2.71995 -0.6114 0.4739 -0.2585 0.2176
H -3.10416 0.09803 4.19041 -0.9753 -0.8429 -0.6620 0.3975
H -3.12084 1.70801 4.34486 0.1939 0.5875 -0.0692 0.3556
H 0.87385 2.08850 3.70785 0.2928 -0.0781 0.2245 0.3175
H 1.29144 0.36486 3.58249 0.0332 0.1485 -0.2915 0.0441
H 0.82572 0.95323 5.13545 -0.2644 0.3516 -0.0086 0.3192
C -1.66486 4.55735 -2.84623 -0.6145 -0.2000 0.1619 -0.8127
C -2.72664 3.95780 -1.91745 -0.0260 1.4152 -0.5687 -0.3376
O -3.08792 2.60270 -2.20367 2.8468 -1.3474 1.0861 -0.4069
C -2.11522 1.68617 -1.82875 1.0262 -1.2462 0.1993 0.2396
O -0.98444 1.83394 -1.33544 -3.6621 1.0533 -1.5369 -0.0849
O -2.52311 0.42285 -2.09035 1.1535 2.1244 1.2815 -0.1463
C -3.79312 0.19490 -2.67748 0.7630 -0.6735 -0.0509 -0.5156
H -0.74029 4.01503 -2.64836 0.1287 0.1812 -0.5036 -0.0573
H -1.53178 5.61316 -2.61031 0.1154 -0.0422 0.4065 0.4062
H -1.99359 4.58678 -3.88506 0.2336 -0.5476 -0.1112 0.3190
H -3.69240 4.44076 -2.06633 0.1809 0.3540 0.3457 0.3689
H -2.33238 4.10346 -0.91175 -0.4593 -0.4761 0.2275 0.2762
H -3.47845 0.07730 -3.71443 -1.2284 -0.1451 -0.3302 0.2931
H -4.51101 0.98980 -2.47538 0.0607 -0.3340 -0.1892 0.3208
H -4.01859 -0.75392 -2.19064 -0.7970 0.0443 -0.6271 -0.0476
```
Forces are in eV/Å.